# 1
# C32H77N5O10

A cluster of 6 separate species, C32H77N5O10 in total (ωB97M-V with the def2-TZVPD basis set, the Open Molecules 2025 dataset).

* LUMO: 0.0149 Eh
* frontier orbital gap: 9.0 eV
* electronic energy: -2291.53695 Eh
* total charge: 0
* SMILES: CCCCCCCOC(=O)OCCCC(=O)O.COC[C@@H](C)N.COC[C@@H](C)N.COC[C@@H](C)N.COC[C@@H](C)N.COC[C@@H](C)N
* multiplicity: 1

Last column: Löwdin charge in e.
Atoms and positions in Å:
C1 1.421 1.599 0.878  -0.08
C2 1.702 0.919 -0.467  -0.26
C3 2.436 1.794 -1.468  -0.20
C4 1.617 3.003 -1.937  -0.20
C5 2.466 4.263 -2.130  -0.20
C6 2.638 5.050 -0.835  -0.16
C7 1.331 5.629 -0.287  -0.14
O1 1.089 5.154 1.047  0.05
C8 -0.135 4.806 1.450  -0.58
O2 -0.503 4.993 2.588  0.14
O3 -0.877 4.137 0.536  -0.02
C9 -2.290 4.455 0.607  -0.13
C10 -2.902 4.281 -0.774  -0.15
C11 -3.558 2.915 -0.990  -0.10
C12 -2.653 1.704 -0.942  -0.48
O4 -2.946 0.706 -0.323  0.11
O5 -1.535 1.736 -1.711  0.10
H1 0.451 2.095 0.904  0.06
H2 1.365 0.814 1.635  0.06
H3 2.214 2.280 1.191  0.07
H4 2.332 0.052 -0.261  0.08
H5 0.750 0.555 -0.853  0.09
H6 3.402 2.127 -1.081  0.11
H7 2.657 1.183 -2.350  0.10
H8 1.072 2.795 -2.858  0.10
H9 0.879 3.224 -1.158  0.08
H10 3.447 3.959 -2.504  0.11
H11 2.033 4.925 -2.885  0.11
H12 3.357 5.853 -1.000  0.11
H13 3.077 4.402 -0.073  0.12
H14 0.506 5.374 -0.948  0.12
H15 1.435 6.711 -0.230  0.13
H16 -2.395 5.478 0.955  0.13
H17 -2.765 3.771 1.307  0.14
H18 -3.691 5.027 -0.881  0.12
H19 -2.167 4.523 -1.544  0.12
H20 -4.326 2.749 -0.239  0.13
H21 -4.037 2.915 -1.972  0.13
H22 -1.084 2.586 -1.615  0.08
C13 6.411 -3.695 1.766  -0.07
C14 5.758 -3.627 0.389  -0.43
C15 5.728 -2.216 -0.217  -0.21
O6 4.754 -1.354 0.334  -0.20
C16 5.110 -0.737 1.558  -0.10
N1 4.427 -4.234 0.467  0.04
H23 5.744 -3.331 2.548  0.06
H24 6.658 -4.727 2.010  0.07
H25 7.332 -3.110 1.798  0.08
H26 6.360 -4.240 -0.289  0.13
H27 5.464 -2.309 -1.274  0.12
H28 6.720 -1.747 -0.173  0.12
H29 6.180 -0.509 1.601  0.09
H30 4.832 -1.365 2.407  0.08
H31 4.548 0.194 1.633  0.08
H32 4.027 -4.306 -0.464  0.07
H33 3.815 -3.587 0.957  0.07
C17 -2.038 -2.075 0.457  -0.07
C18 -0.835 -2.261 -0.459  -0.42
C19 -0.779 -3.637 -1.134  -0.21
O7 -0.364 -4.700 -0.297  -0.19
C20 -1.370 -5.243 0.534  -0.11
N2 0.391 -1.954 0.285  0.06
H34 -1.901 -2.580 1.415  0.07
H35 -2.180 -1.015 0.668  0.05
H36 -2.953 -2.451 0.001  0.05
H37 -0.924 -1.524 -1.265  0.13
H38 -0.034 -3.596 -1.933  0.12
H39 -1.743 -3.880 -1.601  0.12
H40 -2.346 -5.232 0.038  0.08
H41 -1.444 -4.708 1.484  0.07
H42 -1.096 -6.276 0.747  0.09
H43 1.182 -1.967 -0.354  0.06
H44 0.571 -2.726 0.923  0.07
C21 0.975 0.187 7.500  -0.07
C22 0.553 -0.800 6.416  -0.44
C23 1.659 -1.126 5.403  -0.21
O8 1.904 -0.117 4.446  -0.20
C24 2.736 0.943 4.874  -0.10
N3 -0.666 -0.305 5.771  0.04
H45 0.992 1.212 7.130  0.06
H46 0.268 0.157 8.328  0.07
H47 1.965 -0.053 7.893  0.08
H48 0.303 -1.743 6.913  0.13
H49 1.337 -1.996 4.825  0.12
H50 2.592 -1.404 5.912  0.12
H51 3.515 0.599 5.561  0.09
H52 2.152 1.734 5.350  0.08
H53 3.210 1.367 3.989  0.08
H54 -1.019 -1.009 5.130  0.07
H55 -0.409 0.475 5.172  0.07
C25 0.754 0.566 -7.995  -0.07
C26 1.739 1.354 -7.136  -0.43
C27 1.297 1.524 -5.677  -0.21
O9 0.283 2.490 -5.472  -0.20
C28 -1.036 2.041 -5.724  -0.10
N4 2.018 2.635 -7.790  0.04
H56 -0.104 1.171 -8.286  0.06
H57 1.241 0.237 -8.913  0.08
H58 0.390 -0.320 -7.470  0.08
H59 2.675 0.787 -7.110  0.14
H60 2.157 1.886 -5.105  0.12
H61 1.003 0.563 -5.235  0.12
H62 -1.162 0.992 -5.442  0.09
H63 -1.316 2.175 -6.771  0.08
H64 -1.708 2.647 -5.116  0.08
H65 2.760 3.116 -7.290  0.07
H66 1.203 3.230 -7.668  0.07
C29 -6.324 -1.677 1.126  -0.06
C30 -6.481 -2.865 0.181  -0.43
C31 -7.653 -3.793 0.529  -0.21
O10 -7.430 -4.644 1.634  -0.19
C32 -7.637 -4.059 2.906  -0.11
N5 -5.204 -3.580 0.111  0.04
H67 -5.865 -1.969 2.070  0.07
H68 -5.677 -0.925 0.675  0.07
H69 -7.288 -1.211 1.341  0.08
H70 -6.689 -2.464 -0.816  0.13
H71 -7.818 -4.462 -0.320  0.12
H72 -8.578 -3.218 0.672  0.12
H73 -8.459 -3.337 2.883  0.09
H74 -6.735 -3.569 3.279  0.08
H75 -7.896 -4.862 3.595  0.09
H76 -5.258 -4.302 -0.602  0.08
H77 -5.086 -4.095 0.980  0.08

Forces on the atoms, in the same order (eV/Å):
C -0.131 -0.621 0.218
C 0.424 0.134 0.535
C -0.501 -0.103 -0.689
C 0.052 0.377 0.274
C -0.106 -0.056 -0.080
C 0.254 -0.190 0.085
C 0.468 -0.074 -0.419
O -0.303 -0.107 -0.060
C -0.085 -0.264 1.532
O 0.211 -0.014 -1.108
O 0.094 0.799 -0.479
C 0.063 -0.353 -0.153
C -0.201 -0.012 0.093
C 0.256 0.196 -0.084
C -0.331 -0.890 0.665
O 0.189 1.082 -0.912
O 0.034 -0.116 0.335
H 0.147 0.227 -0.060
H -0.062 0.059 0.093
H -0.005 0.182 -0.111
H -0.057 -0.111 -0.119
H 0.082 -0.062 -0.236
H -0.004 -0.015 0.242
H 0.192 0.021 0.004
H -0.047 -0.210 -0.031
H -0.132 -0.011 -0.063
H 0.049 0.125 -0.066
H -0.048 -0.045 -0.052
H 0.006 0.071 0.055
H -0.053 0.003 0.067
H -0.164 0.008 0.087
H -0.272 0.076 0.137
H -0.011 0.029 0.144
H 0.011 0.121 0.235
H -0.006 0.031 -0.026
H 0.064 -0.049 -0.023
H -0.071 0.005 0.007
H -0.029 -0.103 -0.031
H -0.014 0.149 -0.241
C 0.111 -0.052 -0.002
C -0.104 0.043 0.201
C 0.010 -0.078 -0.190
O 0.069 0.105 0.041
C -0.246 -0.025 -0.015
N 0.014 0.129 -0.149
H -0.026 0.040 -0.020
H -0.045 -0.016 -0.003
H -0.011 0.016 0.005
H 0.003 0.030 -0.059
H -0.042 0.016 0.009
H 0.016 -0.029 0.082
H 0.025 -0.042 -0.014
H 0.105 0.047 0.075
H -0.016 -0.006 -0.049
H 0.025 -0.098 0.008
H 0.004 -0.047 0.072
C 0.016 0.180 0.138
C -0.088 -0.057 0.326
C 0.086 0.114 -0.228
O -0.070 -0.035 0.051
C 0.126 -0.064 0.024
N 0.098 -0.183 -0.148
H 0.071 -0.128 -0.024
H 0.114 -0.282 0.001
H -0.037 -0.013 0.019
H 0.009 0.001 -0.051
H 0.040 -0.041 0.026
H -0.049 0.032 0.065
H -0.027 0.043 0.015
H -0.091 0.023 -0.023
H 0.016 -0.004 -0.027
H 0.021 0.106 0.027
H -0.071 0.029 0.063
C 0.017 -0.048 0.097
C -0.001 0.228 -0.017
C -0.050 -0.208 -0.035
O 0.134 0.028 -0.002
C -0.139 0.078 -0.134
N 0.067 -0.124 -0.092
H 0.019 0.000 -0.051
H -0.038 0.014 -0.026
H 0.006 0.009 -0.015
H 0.024 -0.050 -0.036
H -0.003 0.028 -0.042
H -0.012 0.066 0.066
H -0.022 -0.031 0.037
H 0.093 0.022 0.094
H -0.009 -0.041 -0.026
H -0.049 -0.017 0.054
H -0.025 0.055 0.050
C 0.041 -0.109 -0.017
C -0.194 0.061 -0.100
C 0.217 0.018 0.105
O -0.070 -0.084 -0.006
C 0.000 0.153 0.060
N 0.053 0.015 0.177
H -0.018 0.034 0.040
H 0.009 0.044 -0.015
H -0.012 0.011 0.008
H 0.024 0.007 0.064
H -0.025 0.053 0.007
H -0.062 -0.020 -0.073
H 0.003 -0.025 -0.019
H -0.008 -0.091 -0.014
H 0.017 -0.006 0.028
H 0.056 -0.033 -0.067
H -0.026 -0.013 -0.076
C -0.028 0.113 -0.062
C 0.112 0.049 0.232
C -0.047 -0.036 -0.185
O -0.008 0.051 0.063
C 0.044 -0.126 0.005
N -0.168 -0.240 -0.125
H -0.017 -0.043 0.008
H 0.062 -0.039 0.003
H -0.011 -0.016 0.018
H -0.046 -0.046 -0.035
H 0.017 -0.035 0.027
H 0.035 0.061 0.043
H 0.007 0.037 -0.004
H -0.041 0.079 0.004
H -0.010 -0.013 -0.022
H 0.013 0.062 -0.048
H 0.051 0.078 0.041

# 2
# C30H31N3O8Ru

A structure of composition C30H31N3O8Ru (ωB97M-V with the def2-TZVPD basis set, the Open Molecules 2025 dataset).

* LUMO (spin up / spin down): -0.0864 / -0.1767 Eh
* frontier orbital gap (spin up / spin down): 8.2 / 5.7 eV
* electronic energy: -2022.54390 Eh
* total charge: +1
* multiplicity: 6
* expectation value of S²: 8.761

Last column: Löwdin spin population.
Atoms and positions in Å:
Ru1 -0.396 -0.016 -1.123  3.85
C1 -3.013 -2.253 -3.096  0.01
C2 -2.742 -1.055 -2.226  0.07
C3 -2.951 -1.099 -0.838  0.05
C4 -3.178 -2.410 -0.126  0.00
C5 -2.999 0.099 -0.099  0.07
C6 -3.412 0.054 1.344  0.01
C7 -2.691 1.325 -0.717  0.05
C8 -2.727 2.601 0.078  0.01
C9 -2.364 1.356 -2.089  0.05
C10 -2.112 2.672 -2.782  0.01
C11 -2.359 0.159 -2.835  0.04
C12 -2.035 0.184 -4.309  0.00
H1 -2.100 -2.763 -3.407  0.00
H2 -3.529 -1.936 -4.002  0.00
H3 -3.651 -2.973 -2.593  0.00
H4 -4.240 -2.579 0.073  0.00
H5 -2.663 -2.415 0.835  0.00
H6 -2.814 -3.253 -0.707  0.00
H7 -2.537 -0.076 1.986  0.00
H8 -4.097 -0.771 1.528  0.00
H9 -3.913 0.973 1.639  0.00
H10 -3.722 3.052 0.025  0.00
H11 -2.003 3.319 -0.294  0.00
H12 -2.496 2.423 1.126  0.00
H13 -1.052 2.941 -2.774  0.00
H14 -2.653 3.477 -2.292  0.00
H15 -2.443 2.634 -3.817  0.00
H16 -2.931 0.403 -4.897  0.00
H17 -1.648 -0.775 -4.642  0.00
H18 -1.296 0.948 -4.545  0.00
O1 1.871 -0.126 -1.056  0.14
C13 1.853 -1.073 -0.218  0.02
O2 0.747 -1.621 0.097  0.13
C14 3.116 -1.544 0.406  0.01
C15 4.341 -1.174 -0.137  0.00
C16 5.520 -1.625 0.439  0.00
C17 5.478 -2.434 1.565  0.00
C18 4.246 -2.778 2.088  0.00
C19 3.060 -2.354 1.530  0.00
N1 4.196 -3.640 3.294  0.00
O3 3.101 -3.912 3.744  0.00
O4 5.253 -3.953 3.799  0.00
H19 4.360 -0.528 -1.005  0.00
H20 6.475 -1.342 0.016  0.00
H21 6.379 -2.798 2.039  0.00
H22 2.115 -2.642 1.965  0.00
O5 0.268 2.010 -0.373  0.16
C20 0.140 1.647 0.845  0.02
O6 -0.363 0.498 1.070  0.16
C21 0.544 2.534 1.940  0.01
C22 1.154 3.738 1.637  0.00
C23 1.551 4.618 2.646  0.00
C24 1.301 4.228 3.936  0.00
O7 1.591 4.903 5.075  0.00
C25 1.132 4.088 6.166  0.00
O8 0.573 2.895 5.597  0.00
C26 0.691 3.025 4.243  0.00
C27 0.298 2.148 3.276  0.00
H23 1.328 3.988 0.598  0.00
H24 2.035 5.561 2.427  0.00
H25 0.366 4.624 6.719  0.00
H26 1.972 3.832 6.804  0.00
H27 -0.162 1.199 3.514  0.00
N2 0.201 -3.011 -2.137  0.00
C28 0.766 -3.876 -2.994  0.00
C29 1.095 -3.167 -4.127  0.00
C30 0.718 -1.852 -3.841  0.01
N3 0.156 -1.760 -2.638  0.08
H28 0.031 -3.144 -1.152  0.00
H29 0.900 -4.916 -2.738  0.00
H30 1.563 -3.540 -5.023  0.00
H31 0.812 -0.974 -4.463  0.00

Forces on the atoms, in the same order (eV/Å):
Ru 0.781 0.006 0.594
C 0.075 0.000 0.021
C -0.071 -0.045 -0.045
C -0.065 -0.134 0.035
C 0.009 0.028 -0.023
C -0.045 -0.005 0.082
C 0.012 -0.010 0.023
C -0.074 0.103 0.005
C 0.019 0.000 0.024
C -0.071 0.128 -0.042
C 0.090 -0.024 0.020
C -0.050 0.071 -0.130
C -0.022 0.027 0.038
H 0.034 -0.017 -0.001
H 0.007 -0.004 0.014
H 0.007 -0.002 0.012
H 0.008 0.003 -0.018
H -0.013 0.001 -0.035
H 0.024 -0.003 -0.006
H -0.010 0.006 -0.002
H 0.017 0.026 0.006
H -0.003 -0.020 -0.004
H 0.031 -0.006 0.015
H -0.012 0.010 -0.011
H -0.014 0.001 -0.020
H -0.025 -0.014 0.028
H -0.012 -0.001 -0.012
H 0.003 0.015 0.012
H 0.016 0.008 0.019
H -0.031 -0.004 -0.012
H -0.022 -0.025 0.011
O -0.201 -0.135 0.198
C -0.157 -0.082 -0.025
O 0.067 -0.110 -0.192
C -0.100 0.010 -0.070
C 0.118 0.070 -0.009
C -0.014 0.045 -0.030
C 0.093 -0.022 -0.003
C -0.010 -0.233 0.029
C -0.093 -0.060 0.019
N 0.007 0.508 0.385
O 0.044 -0.124 -0.220
O -0.037 -0.145 -0.189
H -0.007 -0.029 0.019
H -0.034 -0.012 0.014
H -0.019 0.012 -0.012
H -0.027 -0.014 0.011
O -0.259 -0.215 -0.158
C -0.120 -0.042 -0.270
O 0.065 0.369 -0.080
C -0.106 -0.172 0.146
C 0.114 0.262 0.000
C 0.048 0.068 -0.213
C 0.135 0.284 0.141
O -0.044 -0.072 0.086
C -0.029 -0.116 -0.362
O 0.069 0.146 -0.010
C -0.127 -0.218 0.270
C -0.025 -0.177 -0.180
H -0.002 -0.003 0.051
H -0.026 -0.044 0.011
H -0.126 0.074 0.032
H 0.129 -0.055 0.045
H 0.005 0.040 -0.029
N -0.039 -0.052 -0.151
C -0.028 -0.056 0.033
C 0.101 0.018 -0.056
C -0.267 0.243 -0.182
N 0.380 -0.235 0.123
H -0.014 0.064 0.116
H -0.036 0.116 -0.014
H -0.035 0.034 0.070
H 0.010 -0.061 0.057